1.
Formula: C48H103N7O3
Source: the OMol25 dataset
Level of theory: ωB97M-V/def2-TZVPD

## Properties
Gap between HOMO and LUMO = 6.37 eV
HOMO level = -0.2896 hartree
Electronic energy = -2499.1750 Ha
LUMO energy = -1.51 eV

Geometry (Å):
1 C 6.3352 -4.6658 -1.1012
2 C 6.2786 -3.3129 -2.0343
3 C 4.7586 -2.8210 -2.4250
4 O 3.9744 -2.5877 -1.2024
5 C 2.6957 -1.8843 -1.5032
6 N 1.4907 -2.7980 -1.5399
7 C 1.3780 -3.7798 -2.6904
8 O 0.8294 -3.5054 -3.8763
9 C 2.0022 -5.1839 -2.1196
10 C 2.5181 -6.5543 -2.8565
11 C 3.1197 -7.7537 -1.8713
12 C 3.2139 -7.6161 -0.2143
13 C 2.6461 -6.2267 0.5232
14 C 2.0594 -5.0745 -0.4849
15 C 1.4428 -3.5778 -0.2255
16 O 1.0176 -3.1620 0.9701
17 H 5.5626 -5.5061 -1.4365
18 H 6.0993 -4.4049 0.0314
19 H 7.4029 -5.1667 -1.1660
20 H 6.8463 -3.5625 -3.0424
21 H 6.8535 -2.4151 -1.5169
22 H 4.2557 -3.6770 -3.0562
23 H 4.8212 -1.8119 -3.0345
24 H 2.8107 -1.1883 -2.4529
25 H 2.5378 -1.1337 -0.5884
26 H 2.4436 -6.6391 -4.0255
27 H 3.4946 -8.7372 -2.3895
28 H 3.6790 -8.4712 0.4638
29 H 2.6748 -6.0380 1.6779
30 C 0.7907 -2.3380 3.9238
31 C 0.2737 -1.1986 4.7983
32 N 0.8133 0.1228 4.4524
33 C 0.4929 1.1512 5.4474
34 C -0.9751 1.5209 5.6369
35 C 0.6531 0.5402 3.0582
36 C -0.7666 0.6252 2.5053
37 H 1.8826 -2.4040 3.9621
38 H 0.3842 -3.2914 4.2814
39 H 0.4818 -2.2285 2.8805
40 H 0.5599 -1.4360 5.8293
41 H -0.8215 -1.2077 4.7651
42 H 1.0595 2.0635 5.2206
43 H 0.8841 0.8164 6.4182
44 H -1.3383 2.1562 4.8267
45 H -1.0951 2.0940 6.5640
46 H -1.6231 0.6444 5.7129
47 H 1.2245 -0.1493 2.4235
48 H 1.1482 1.5082 2.9078
49 H -1.3910 -0.2159 2.8143
50 H -0.7345 0.6249 1.4111
51 H -1.2564 1.5532 2.8055
52 C 5.6083 6.9181 2.6098
53 C 4.5741 6.3070 1.6678
54 N 4.8075 4.8927 1.3480
55 C 3.9502 4.4009 0.2648
56 C 2.4459 4.3569 0.5159
57 C 4.9414 3.9867 2.4903
58 C 3.7698 3.9001 3.4640
59 H 6.6192 6.8322 2.1992
60 H 5.3935 7.9837 2.7525
61 H 5.5902 6.4518 3.5988
62 H 4.6098 6.8876 0.7390
63 H 3.5791 6.4634 2.0994
64 H 4.2863 3.4007 -0.0374
65 H 4.1261 5.0307 -0.6185
66 H 2.1683 3.5141 1.1519
67 H 1.9165 4.2216 -0.4346
68 H 2.0680 5.2771 0.9679
69 H 5.8348 4.2767 3.0582
70 H 5.1750 2.9767 2.1297
71 H 3.3378 4.8768 3.6925
72 H 4.1095 3.4630 4.4085
73 H 2.9811 3.2496 3.0819
74 C -4.1094 -1.6189 -8.8314
75 C -3.1155 -2.7021 -8.4202
76 N -1.7462 -2.2168 -8.2039
77 C -0.7717 -3.3013 -8.0477
78 C -0.9116 -4.2101 -6.8302
79 C -1.5962 -1.1098 -7.2575
80 C -2.0810 -1.3324 -5.8279
81 H -3.7877 -1.1114 -9.7463
82 H -5.0890 -2.0712 -9.0254
83 H -4.2509 -0.8710 -8.0463
84 H -3.1021 -3.4426 -9.2280
85 H -3.5073 -3.2110 -7.5324
86 H 0.2423 -2.8814 -8.0592
87 H -0.8204 -3.9320 -8.9463
88 H -0.5531 -3.7234 -5.9211
89 H -0.2996 -5.1093 -6.9681
90 H -1.9403 -4.5411 -6.6687
91 H -2.1220 -0.2356 -7.6625
92 H -0.5453 -0.7947 -7.2280
93 H -3.0381 -1.8565 -5.7834
94 H -2.2132 -0.3661 -5.3308
95 H -1.3492 -1.8905 -5.2411
96 C 3.5723 7.0903 6.1524
97 C 3.0553 8.2298 7.0269
98 N 3.5949 9.5512 6.6810
99 C 3.2745 10.5796 7.6759
100 C 1.8065 10.9493 7.8655
101 C 3.4347 9.9686 5.2868
102 C 2.0150 10.0536 4.7339
103 H 4.6642 7.0244 6.1906
104 H 3.1658 6.1370 6.5099
105 H 3.2634 7.1999 5.1090
106 H 3.3415 7.9924 8.0578
107 H 1.9601 8.2207 6.9937
108 H 3.8411 11.4919 7.4492
109 H 3.6657 10.2448 8.6468
110 H 1.4433 11.5846 7.0553
111 H 1.6865 11.5223 8.7925
112 H 1.1585 10.0728 7.9415
113 H 4.0061 9.2790 4.6520
114 H 3.9298 10.9365 5.1363
115 H 1.3906 9.2125 5.0428
116 H 2.0471 10.0533 3.6397
117 H 1.5252 10.9816 5.0341
118 C -2.5062 -8.5454 1.2950
119 C -2.5706 -8.0616 2.7414
120 N -1.3651 -7.3583 3.1987
121 C -1.3551 -7.1192 4.6454
122 C -2.4208 -6.1894 5.2175
123 C -0.9312 -6.2235 2.3816
124 C -1.9148 -5.0723 2.1928
125 H -1.6522 -9.2114 1.1367
126 H -3.4173 -9.1045 1.0519
127 H -2.4403 -7.7153 0.5861
128 H -2.7172 -8.9500 3.3661
129 H -3.4670 -7.4423 2.8586
130 H -0.3664 -6.7479 4.9443
131 H -1.4500 -8.0910 5.1497
132 H -2.1902 -5.1412 5.0175
133 H -2.4613 -6.3002 6.3076
134 H -3.4200 -6.4082 4.8333
135 H -0.6531 -6.5994 1.3885
136 H 0.0078 -5.8221 2.7837
137 H -2.9354 -5.4149 2.0093
138 H -1.6119 -4.4688 1.3311
139 H -1.9196 -4.4062 3.0574
140 C -5.3306 1.4600 -5.9627
141 C -6.8292 1.6980 -6.1299
142 N -7.5173 0.6818 -6.9367
143 C -8.8923 1.0576 -7.2806
144 C -9.8960 1.1947 -6.1397
145 C -7.3448 -0.7075 -6.5082
146 C -7.7919 -1.0713 -5.0953
147 H -4.8262 1.4076 -6.9327
148 H -4.8862 2.2878 -5.3977
149 H -5.1194 0.5421 -5.4070
150 H -6.9423 2.6716 -6.6203
151 H -7.2768 1.7926 -5.1342
152 H -9.2894 0.3454 -8.0153
153 H -8.8573 2.0168 -7.8157
154 H -10.2269 0.2203 -5.7751
155 H -10.7912 1.7179 -6.4961
156 H -9.5002 1.7683 -5.2982
157 H -6.2836 -0.9702 -6.6072
158 H -7.8487 -1.3742 -7.2197
159 H -7.5108 -0.3178 -4.3564
160 H -7.3255 -2.0150 -4.7947
161 H -8.8714 -1.2241 -5.0458


2.
Formula: C21H31N9O14
Source: the OMol25 dataset
Level of theory: ωB97M-V/def2-TZVPD

## Properties
Gap between HOMO and LUMO = 8.38 eV
HOMO level = -0.3231 hartree
Electronic energy = -2364.3312 Ha
LUMO energy = -0.41 eV

Geometry (Å):
1 C -5.7595 -0.1829 -1.8892
2 C -5.0078 0.9245 -1.5265
3 C -3.6358 0.9006 -1.6878
4 C -3.0093 -0.2310 -2.2041
5 C -1.5338 -0.2716 -2.3660
6 C -0.9657 -0.5435 -3.5816
7 C 0.4359 -0.6396 -3.7305
8 C 1.2565 -0.4786 -2.6496
9 C 0.7118 -0.1820 -1.3842
10 N 1.5593 -0.0318 -0.3174
11 C 0.9841 0.2555 0.8185
12 C -0.4258 0.3873 0.9612
13 N -1.2541 0.2270 -0.0285
14 C -0.6909 -0.0595 -1.2399
15 C -3.7731 -1.3340 -2.5622
16 C -5.1538 -1.3140 -2.4023
17 H -6.8347 -0.1568 -1.7669
18 H -5.4797 1.8063 -1.1130
19 H -3.0240 1.7515 -1.4189
20 H -1.6099 -0.6858 -4.4396
21 H 0.8705 -0.8551 -4.6972
22 H 2.3328 -0.5605 -2.7496
23 H 1.6157 0.3929 1.6911
24 H -0.8380 0.6302 1.9351
25 H -3.2961 -2.2256 -2.9520
26 H -5.7487 -2.1805 -2.6610
27 C 3.6614 2.4122 -1.5470
28 N 4.6482 2.1856 -2.6371
29 O 4.9404 1.0442 -2.9147
30 O 5.0995 3.1737 -3.1837
31 H 3.3516 1.4493 -1.1571
32 H 4.1520 3.0115 -0.7855
33 H 2.8245 2.9531 -1.9792
34 C 7.8467 4.7767 -2.7423
35 N 7.9189 6.0546 -1.9871
36 O 8.7257 6.8886 -2.3358
37 O 7.1565 6.1759 -1.0460
38 H 8.5865 4.8014 -3.5330
39 H 8.0553 3.9839 -2.0345
40 H 6.8429 4.6823 -3.1404
41 C -0.6383 -3.5550 -0.4330
42 N -1.8219 -4.2954 -0.9464
43 O -2.4836 -4.9336 -0.1526
44 O -2.0573 -4.2063 -2.1333
45 H -0.5628 -3.7289 0.6301
46 H 0.2341 -3.9257 -0.9641
47 H -0.8047 -2.5059 -0.6517
48 C -3.7726 -2.5282 2.3797
49 N -2.5739 -1.6475 2.4165
50 O -1.5218 -2.1132 2.0249
51 O -2.7262 -0.5185 2.8326
52 H -3.4764 -3.4929 1.9881
53 H -4.1404 -2.6057 3.3946
54 H -4.5029 -2.0442 1.7350
55 C -4.0756 -5.9464 6.2221
56 N -3.6382 -4.7018 5.5332
57 O -3.5006 -4.7357 4.3267
58 O -3.4478 -3.7259 6.2255
59 H -4.2030 -6.7205 5.4755
60 H -3.3030 -6.2052 6.9392
61 H -5.0085 -5.7224 6.7300
62 C 9.4295 3.8945 1.4292
63 N 9.2130 2.8865 0.3543
64 O 9.7006 3.1107 -0.7365
65 O 8.5548 1.9108 0.6379
66 H 10.0263 4.7018 1.0230
67 H 8.4508 4.2434 1.7438
68 H 9.9384 3.3908 2.2451
69 C -5.5890 1.3488 2.1922
70 N -6.7912 0.4889 2.0029
71 O -7.1900 -0.1501 2.9534
72 O -7.2813 0.4757 0.8933
73 H -5.2595 1.2530 3.2194
74 H -4.8299 1.0005 1.4959
75 H -5.8827 2.3679 1.9592


3.
Formula: CHBeF4O
Source: the OMol25 dataset
Level of theory: ωB97M-V/def2-TZVPD

## Properties
Gap between HOMO and LUMO = 11.04 eV
HOMO level = -0.6446 hartree
Energy above the lowest of the compared OMol25 structures with the same formula, charge and spin = 209.3 kJ/mol
Electronic energy = -527.8233 Ha
LUMO energy = -6.50 eV
Total charge = +1

Geometry (Å):
1 C 0.3509 0.5476 0.6162
2 F -0.4661 1.4343 0.0953
3 F 0.9752 1.3776 1.4407
4 F 0.5814 -0.5495 1.2988
5 F 1.0698 0.0828 -0.8717
6 Be 0.0284 -0.6289 -1.5685
7 O -1.0699 -0.7325 -0.6813
8 H -1.4696 -1.5313 -0.3297


- HOMO level of number 1 (C48H103N7O3)?
  -0.2896 hartree


- gap between HOMO and LUMO of number 2 (C21H31N9O14)?
  8.38 eV


- The lowest electronic energy belongs to which entry?
  C48H103N7O3